--- 1 ---
A 2-piece molecular cluster, CH4N2 overall. Source: the OMol25 dataset; level of theory: ωB97M-V/def2-TZVPD.

The geometry in XYZ format:
```
7
Properties=species:S:1:pos:R:3
N 2.62 -0.44 0.00
N 2.18 0.58 -0.01
C -0.92 0.00 -0.03
H -0.08 -0.09 -0.72
H -1.35 0.97 0.14
H -0.65 -0.39 0.98
H -1.80 -0.64 -0.35
```

Summary:
Total charge: 0
SMILES string: N#N.C
HOMO-LUMO gap: 14.34 eV
HOMO level: -12.9 eV

---

--- 2 ---
One molecule with the formula CH4N2. Source: the OMol25 dataset; level of theory: ωB97M-V/def2-TZVPD.

The geometry in XYZ format:
```
7
Properties=species:S:1:pos:R:3
C -0.84 0.36 -0.77
N 0.19 0.48 0.02
N 0.68 -0.62 0.65
H -0.93 1.34 -1.25
H -1.35 -0.58 -1.10
H 1.09 -0.47 1.53
H 0.10 -1.50 0.76
```

Summary:
Total charge: 0
SMILES string: C=NN
HOMO-LUMO gap: 10.23 eV
HOMO level: -9.0 eV

---

--- 3 ---
One molecule with the formula CH4N2. Source: the OMol25 dataset; level of theory: ωB97M-V/def2-TZVPD.

The geometry in XYZ format:
```
7
Properties=species:S:1:pos:R:3
H 0.12 1.78 0.76
N -0.14 0.87 1.26
C -0.28 -0.15 0.43
N -0.02 -0.39 -0.83
H -0.40 -1.07 1.07
H 0.45 -1.39 -1.22
H 0.27 0.35 -1.47
```

Summary:
Total charge: 0
SMILES string: [H]/N=C\N
HOMO-LUMO gap: 9.93 eV
HOMO level: -9.2 eV

---

Stability summary: most stable 1, least stable 2.

---

--- 1 ---
One molecule with the formula C5H5NOS. Source: the OMol25 dataset; level of theory: ωB97M-V/def2-TZVPD.

The geometry in XYZ format:
```
13
Properties=species:S:1:pos:R:3
C 2.38 0.66 0.02
S 1.53 -0.94 -0.04
C -0.15 -0.55 -0.01
C -1.19 -1.41 -0.01
C -2.41 -0.57 0.01
N -2.23 0.70 -0.01
C -0.80 0.85 -0.02
O -0.22 1.89 -0.04
H 2.10 1.22 0.91
H 2.16 1.29 -0.85
H 3.46 0.37 0.04
H -1.19 -2.51 0.01
H -3.42 -1.00 0.00
```

Summary:
Total charge: 0
SMILES string: CSC1=CC=NC1=O
HOMO-LUMO gap: 7.67 eV
HOMO level: -8.7 eV

---

--- 2 ---
C5H5NOS as an isolated structure. Source: the OMol25 dataset; level of theory: ωB97M-V/def2-TZVPD.

The geometry in XYZ format:
```
13
Properties=species:S:1:pos:R:3
C -0.46 0.25 0.18
C 1.95 0.39 0.00
C 2.47 -0.93 -0.24
C -1.52 1.27 -0.01
C -2.43 2.05 -0.20
H -2.26 -2.76 1.03
H 2.47 1.35 -0.32
H 1.65 -1.65 -0.11
H 3.61 -1.10 -0.46
H -3.17 2.69 -0.11
N -0.73 -0.96 0.11
O 0.70 0.78 0.27
S -2.29 -1.38 -0.14
```

Summary:
Total charge: 0
HOMO-LUMO gap: 8.35 eV
HOMO level: -8.5 eV

---

--- 3 ---
C5H5NOS as an isolated structure. Source: the OMol25 dataset; level of theory: ωB97M-V/def2-TZVPD.

The geometry in XYZ format:
```
13
Properties=species:S:1:pos:R:3
C -1.22 -0.22 -0.03
C -0.27 0.17 1.01
C -0.19 0.39 -1.01
C 1.01 -0.56 -0.74
C 0.96 -0.69 0.71
H -0.63 0.39 2.04
H -0.91 2.00 0.16
H -0.37 0.70 -2.06
H 1.88 -0.46 -1.34
H 1.88 -0.66 1.30
N -0.05 1.40 0.09
O 0.66 -1.77 -0.08
S -2.75 -0.70 -0.06
```

Summary:
Total charge: 0
HOMO-LUMO gap: 8.91 eV
HOMO level: -8.6 eV

---

Stability summary: most stable 1, least stable 2.

---

--- 1 ---
A 16-piece molecular cluster, C3H37O16 overall. Source: the OMol25 dataset; level of theory: ωB97M-V/def2-TZVPD.

The geometry in XYZ format:
```
56
Properties=species:S:1:pos:R:3
C 1.30 -0.09 1.49
C 0.63 -0.10 0.11
C 0.74 -1.43 -0.57
O -0.78 -0.06 0.40
H 1.30 0.86 1.92
H 2.35 -0.42 1.42
H 0.74 -0.62 2.30
H 1.09 0.73 -0.51
H 1.79 -1.70 -0.80
H 0.24 -1.33 -1.50
H 0.26 -2.27 0.04
O -0.44 -4.09 -2.07
H -1.21 -4.57 -1.75
H -0.54 -3.21 -1.72
O -0.92 0.34 4.74
H -1.26 0.70 3.89
H -1.18 -0.60 4.78
O -3.83 -0.51 0.79
H -3.82 0.46 0.60
H -3.36 -0.89 0.08
O 1.24 2.12 4.35
H 0.73 1.28 4.26
H 0.96 2.31 5.22
O 3.47 2.05 -0.01
H 3.15 2.22 0.89
H 3.33 1.14 -0.10
O 0.22 3.16 0.18
H -0.20 2.72 0.89
H 0.71 2.59 -0.45
O -1.53 1.78 2.27
H -2.33 1.43 2.71
H -1.20 1.06 1.70
O 1.53 0.28 -4.10
H 1.59 -0.67 -4.06
H 1.26 0.32 -5.02
O -1.21 -0.82 -3.69
H -1.42 -1.74 -3.88
H -0.27 -0.83 -3.67
O -2.24 -2.34 -0.55
H -1.59 -1.83 -0.17
H -2.45 -2.99 0.19
O 1.43 2.37 -2.37
H 0.87 2.44 -3.07
H 1.87 1.49 -2.56
O -1.80 -1.53 2.28
H -2.66 -1.15 2.16
H -1.28 -1.00 1.62
O -2.53 0.38 -1.59
H -2.09 -0.02 -2.35
H -1.89 0.18 -0.87
O 1.08 -2.43 -3.84
H 0.77 -3.10 -3.26
H 0.61 -2.70 -4.67
O 2.79 3.46 2.30
H 2.45 3.20 3.21
H 3.53 4.02 2.38
```

Summary:
Total charge: -1
HOMO-LUMO gap: 7.50 eV
HOMO level: -5.4 eV

---

--- 2 ---
A 16-piece molecular cluster, C3H37O16 overall. Source: the OMol25 dataset; level of theory: ωB97M-V/def2-TZVPD.

The geometry in XYZ format:
```
56
Properties=species:S:1:pos:R:3
C -2.19 0.52 0.19
C -1.13 -0.32 -0.41
C 0.10 0.50 -0.85
O -0.68 -1.41 0.48
H -2.81 1.09 -0.49
H -1.78 1.15 0.97
H -2.82 -0.16 0.71
H -1.61 -0.76 -1.29
H 0.70 0.95 -0.03
H -0.19 1.32 -1.54
H 0.77 -0.06 -1.47
O -3.59 0.55 3.72
H -4.45 0.57 3.26
H -3.17 -0.24 3.41
O 1.26 2.68 1.59
H 1.85 2.36 2.28
H 1.46 2.04 0.91
O -0.71 -0.85 -3.89
H -0.44 -1.42 -3.15
H -1.06 -1.49 -4.50
O -0.11 -2.55 -1.96
H 0.84 -2.64 -2.09
H -0.20 -2.04 -1.18
O -2.12 -1.80 2.62
H -1.66 -1.68 1.78
H -1.41 -2.01 3.27
O 1.25 1.24 -3.83
H 0.56 0.64 -3.64
H 1.01 2.03 -3.41
O -0.87 1.80 3.52
H -0.11 1.53 3.01
H -1.61 1.46 3.00
O 1.83 3.47 -2.13
H 2.32 3.84 -2.87
H 2.12 2.55 -2.11
O 3.24 0.61 0.88
H 2.52 0.31 1.47
H 3.86 -0.12 0.70
O 2.46 -1.87 -0.50
H 3.14 -1.88 0.15
H 1.67 -1.51 -0.15
O 0.95 -0.40 2.24
H 1.21 -1.15 2.75
H 0.29 -0.70 1.57
O -1.06 3.53 -0.60
H -0.40 2.97 -1.00
H -1.65 2.96 -0.20
O 0.42 -3.81 1.51
H -0.18 -4.15 2.13
H 0.13 -2.89 1.40
O 3.60 1.25 -1.76
H 3.22 1.05 -0.88
H 3.27 0.55 -2.30
O -2.84 -2.87 -0.36
H -3.02 -2.24 -1.07
H -2.19 -2.49 0.13
```

Summary:
Total charge: -1
HOMO-LUMO gap: 9.42 eV
HOMO level: -7.0 eV

---

Stability summary: most stable 2, least stable 1.

---

--- 1 ---
A 2-piece molecular cluster, H2P2S4 overall. Source: the OMol25 dataset; level of theory: ωB97M-V/def2-TZVPD.

The geometry in XYZ format:
```
8
Properties=species:S:1:pos:R:3
P 0.49 1.39 -0.58
P -1.31 -0.88 0.15
S -3.17 -1.51 0.00
S -0.72 0.96 1.18
S -0.42 -0.31 -1.72
S 2.46 0.60 -0.13
H 0.22 -2.07 0.62
H 2.45 1.82 0.48
```

Summary:
Total charge: 0
HOMO-LUMO gap: 7.83 eV
HOMO level: -9.2 eV

---

--- 2 ---
A 2-piece molecular cluster, H2P2S4 overall. Source: the OMol25 dataset; level of theory: ωB97M-V/def2-TZVPD.

The geometry in XYZ format:
```
8
Properties=species:S:1:pos:R:3
P -1.12 -2.26 0.52
P -0.77 0.81 0.90
S -1.32 1.85 2.42
S -2.44 -0.80 0.19
S 0.20 -1.30 1.60
S 1.61 0.01 -1.72
H 1.00 1.30 -1.67
H 2.85 0.39 -2.23
```

Summary:
Total charge: 0
HOMO-LUMO gap: 6.95 eV
HOMO level: -8.6 eV

---

Stability summary: most stable 2, least stable 1.

---

--- 1 ---
A 2-piece molecular cluster, CH2Cl4N2 overall. Source: the OMol25 dataset; level of theory: ωB97M-V/def2-TZVPD.

The geometry in XYZ format:
```
9
Properties=species:S:1:pos:R:3
C 0.29 -0.32 -0.22
N -0.69 0.44 0.03
N 3.38 -0.59 -0.11
Cl 0.61 -1.58 0.89
Cl -0.51 2.36 -0.22
Cl 3.46 0.97 -0.90
Cl 4.17 -0.53 1.36
H 1.05 -0.10 -1.07
H -1.28 0.22 0.77
```

Summary:
Total charge: 0
HOMO-LUMO gap (spin up / spin down): 9.53 / 5.77 eV
HOMO level (spin up / spin down): -10.1 / -7.6 eV

---

--- 2 ---
CH2Cl4N2 as an isolated structure. Source: the OMol25 dataset; level of theory: ωB97M-V/def2-TZVPD.

The geometry in XYZ format:
```
9
Properties=species:S:1:pos:R:3
C -0.28 -0.67 0.17
N 0.53 -0.51 1.23
N -0.40 1.01 -0.66
Cl 0.26 -1.79 -1.14
Cl -0.10 0.85 2.17
Cl 1.12 1.65 -1.05
Cl -1.37 0.74 -2.14
H -1.27 -0.91 0.34
H 1.52 -0.36 1.08
```

Summary:
Total charge: 0
HOMO-LUMO gap: 8.84 eV
HOMO level: -9.1 eV

---

Stability summary: most stable 2, least stable 1.

---

--- 1 ---
A 6-piece molecular cluster, C15H28F3NO13 overall. Source: the OMol25 dataset; level of theory: ωB97M-V/def2-TZVPD.

The geometry in XYZ format:
```
60
Properties=species:S:1:pos:R:3
N 46.04 -48.24 -42.44
H 46.28 -47.61 -42.98
H 46.71 -48.84 -42.42
H 45.10 -48.62 -42.76
H 45.92 -47.83 -41.69
O 48.45 -48.06 -44.14
H 48.00 -48.49 -44.75
C 50.91 -50.31 -44.63
C 51.02 -49.24 -45.73
O 50.48 -49.85 -46.83
C 49.75 -51.02 -46.44
O 49.03 -51.58 -47.28
O 50.02 -51.29 -45.29
F 52.37 -49.28 -46.08
H 50.61 -49.73 -43.68
H 51.79 -50.84 -44.33
H 50.69 -48.35 -45.40
C 51.00 -46.67 -42.46
C 50.45 -47.52 -41.30
O 51.16 -47.00 -40.10
C 51.66 -45.82 -40.50
O 52.26 -45.06 -39.73
O 51.63 -45.63 -41.80
F 50.66 -48.81 -41.35
H 50.17 -46.23 -43.18
H 51.62 -47.33 -42.84
H 49.31 -47.21 -41.21
C 48.26 -47.39 -48.00
C 47.64 -46.32 -47.37
O 46.64 -46.03 -48.41
C 46.62 -46.96 -49.35
O 45.96 -46.89 -50.44
O 47.64 -47.86 -49.08
F 48.43 -45.18 -47.25
H 48.33 -48.30 -47.34
H 49.30 -47.13 -48.22
H 47.32 -46.49 -46.26
C 45.02 -52.15 -41.68
O 45.54 -51.34 -42.70
C 46.16 -51.96 -43.88
C 46.52 -50.89 -44.87
O 45.46 -50.28 -45.15
C 45.58 -49.05 -45.90
C 44.29 -48.21 -45.80
O 43.91 -47.81 -44.49
C 42.75 -46.94 -44.50
H 45.70 -52.97 -41.22
H 44.05 -52.61 -42.05
H 44.62 -51.69 -40.69
H 45.51 -52.79 -44.35
H 47.07 -52.49 -43.67
H 47.17 -51.27 -45.62
H 47.32 -50.25 -44.19
H 45.96 -49.21 -46.90
H 46.32 -48.48 -45.27
H 43.49 -48.76 -46.29
H 44.64 -47.27 -46.54
H 42.53 -46.83 -43.56
H 41.88 -47.36 -45.15
H 42.81 -46.05 -44.94
```

Summary:
Total charge: 0
HOMO-LUMO gap: 8.08 eV
HOMO level: -8.7 eV

---

--- 2 ---
A 6-piece molecular cluster, C15H28F3NO13 overall. Source: the OMol25 dataset; level of theory: ωB97M-V/def2-TZVPD.

The geometry in XYZ format:
```
60
Properties=species:S:1:pos:R:3
N -1.22 -2.33 -0.41
H -1.14 -1.45 -1.09
H -1.08 -1.86 0.42
H -0.47 -2.78 -0.68
H -1.98 -2.92 -0.61
O -1.05 0.56 0.10
H -0.34 0.78 -0.18
C -0.41 2.22 3.01
C -0.33 3.20 1.79
O 1.15 3.27 1.68
C 1.76 2.34 2.31
O 2.97 2.05 2.15
O 0.96 1.70 3.17
F -0.51 4.42 2.50
H -1.21 1.58 2.85
H -0.63 2.76 3.88
H -0.79 2.97 1.05
C -4.00 1.80 0.88
C -4.30 0.45 1.67
O -5.62 0.52 1.98
C -6.27 1.36 1.34
O -7.43 1.51 1.15
O -5.38 2.10 0.57
F -3.54 0.41 2.78
H -3.33 1.62 0.12
H -3.41 2.54 1.34
H -3.75 -0.34 1.02
C 1.42 2.98 -1.69
C 0.70 2.34 -2.90
O 1.65 2.32 -3.86
C 2.84 2.63 -3.43
O 3.78 2.74 -4.19
O 2.78 2.95 -2.08
F -0.39 3.12 -3.15
H 1.36 2.23 -0.91
H 1.05 4.10 -1.49
H 0.46 1.27 -2.80
C 1.03 -4.48 2.40
O 0.95 -3.32 1.63
C 1.88 -2.33 2.08
C 1.83 -1.19 1.03
O 2.10 -1.57 -0.02
C 1.97 -0.81 -1.18
C 1.87 -1.61 -2.49
O 0.85 -2.58 -2.55
C 0.94 -3.30 -3.76
H 0.73 -4.39 3.34
H 1.97 -4.98 2.41
H 0.34 -5.25 1.98
H 2.91 -2.59 1.96
H 1.66 -2.02 3.00
H 2.64 -0.27 1.29
H 0.93 -0.58 1.01
H 2.87 -0.07 -1.27
H 1.02 -0.33 -0.95
H 2.98 -2.05 -2.63
H 1.62 -0.89 -3.34
H 0.21 -4.01 -3.63
H 1.70 -3.82 -4.03
H 0.71 -2.66 -4.63
```

Summary:
Total charge: 0
HOMO-LUMO gap: 8.22 eV
HOMO level: -8.7 eV

---

Stability summary: most stable 1, least stable 2.

---

--- 1 ---
A 11-piece molecular cluster, C13H48O11 overall. Source: the OMol25 dataset; level of theory: ωB97M-V/def2-TZVPD.

The geometry in XYZ format:
```
72
Properties=species:S:1:pos:R:3
C -24.74 -9.81 -20.04
C -23.80 -9.01 -20.92
O -22.99 -8.26 -20.03
H -25.02 -10.79 -20.48
H -25.75 -9.31 -19.88
H -24.27 -9.94 -19.08
H -24.24 -8.52 -21.78
H -23.17 -9.56 -21.57
H -23.56 -7.77 -19.48
C -25.32 -10.10 -16.12
C -25.99 -10.20 -14.73
O -27.12 -9.26 -14.63
H -26.08 -10.40 -16.74
H -24.48 -10.81 -16.14
H -25.12 -9.09 -16.36
H -25.26 -10.05 -13.97
H -26.48 -11.26 -14.62
H -27.55 -9.27 -13.81
C -22.09 -5.44 -21.58
O -22.14 -4.40 -20.63
H -21.30 -6.17 -21.26
H -21.78 -5.11 -22.55
H -23.01 -6.01 -21.54
H -21.23 -4.14 -20.51
C -27.99 -6.60 -16.04
O -26.54 -6.88 -15.97
H -28.40 -6.45 -15.02
H -28.50 -7.40 -16.46
H -28.13 -5.76 -16.82
H -26.50 -7.71 -15.44
C -24.29 -2.24 -22.21
O -24.34 -2.79 -20.86
H -23.87 -1.31 -22.08
H -25.18 -1.98 -22.77
H -23.59 -2.85 -22.83
H -23.56 -3.32 -20.63
C -24.88 -5.78 -18.95
O -24.80 -7.01 -18.29
H -24.24 -5.71 -19.82
H -24.57 -5.09 -18.21
H -25.88 -5.48 -19.11
H -25.31 -7.12 -17.51
C -23.34 -7.40 -15.13
O -22.36 -6.52 -14.54
H -24.38 -7.42 -14.74
H -23.02 -8.38 -15.35
H -23.46 -6.89 -16.08
H -21.69 -6.99 -14.13
C -22.96 -2.85 -17.23
O -23.50 -1.94 -16.32
H -23.23 -3.87 -17.04
H -21.87 -2.68 -17.32
H -23.34 -2.74 -18.24
H -24.39 -1.68 -16.55
C -21.45 -6.09 -17.79
O -20.28 -5.30 -17.99
H -22.31 -5.47 -17.81
H -21.40 -6.60 -16.83
H -21.61 -6.90 -18.52
H -20.26 -4.46 -17.57
C -25.04 -4.33 -14.55
O -25.87 -5.28 -13.85
H -25.50 -3.36 -14.87
H -24.62 -4.92 -15.37
H -24.18 -4.07 -13.89
H -26.09 -5.96 -14.51
C -26.82 -3.18 -17.34
O -26.46 -2.18 -16.52
H -26.21 -3.35 -18.32
H -27.72 -3.02 -17.92
H -26.94 -4.06 -16.77
H -27.26 -1.92 -16.00
```

Summary:
Total charge: 0
SMILES string: CCO.CCO.CO.CO.CO.CO.CO.CO.CO.CO.CO
HOMO-LUMO gap: 9.79 eV
HOMO level: -9.4 eV

---

--- 2 ---
A 11-piece molecular cluster, C13H48O11 overall. Source: the OMol25 dataset; level of theory: ωB97M-V/def2-TZVPD.

The geometry in XYZ format:
```
72
Properties=species:S:1:pos:R:3
C 15.27 12.06 12.63
C 15.48 10.59 12.79
O 16.17 10.38 13.97
H 14.86 12.52 13.53
H 14.80 12.39 11.70
H 16.25 12.51 12.50
H 16.03 10.18 11.95
H 14.56 10.01 12.79
H 15.88 9.58 14.42
C 10.90 9.98 11.42
C 12.00 9.37 10.63
O 11.89 9.86 9.33
H 11.07 11.03 11.65
H 10.78 9.55 12.41
H 9.96 9.84 10.89
H 11.99 8.28 10.59
H 12.99 9.67 10.97
H 11.17 9.31 9.01
C 9.32 11.96 13.94
O 8.46 13.04 13.63
H 10.35 12.30 13.89
H 9.10 11.67 14.97
H 9.10 11.14 13.27
H 8.72 13.71 14.28
C 10.24 7.33 7.59
O 9.84 7.97 8.79
H 10.43 8.02 6.77
H 11.20 6.90 7.85
H 9.59 6.50 7.33
H 9.82 7.27 9.45
C 8.64 13.18 10.19
O 8.77 13.78 8.94
H 9.52 12.57 10.44
H 8.52 13.89 11.00
H 7.71 12.62 10.20
H 8.72 13.12 8.24
C 15.25 10.69 8.95
O 14.14 11.48 8.73
H 15.59 10.17 8.05
H 16.04 11.32 9.34
H 15.02 9.91 9.68
H 13.34 10.97 8.86
C 11.44 7.14 14.33
O 10.48 7.17 13.28
H 10.94 7.14 15.30
H 12.07 6.26 14.19
H 11.94 8.10 14.23
H 9.90 7.87 13.59
C 6.52 9.96 11.16
O 5.50 9.01 11.56
H 6.32 10.73 11.90
H 7.50 9.50 11.13
H 6.34 10.41 10.18
H 5.42 8.40 10.83
C 9.13 10.57 7.31
O 8.63 11.82 7.03
H 8.89 9.99 6.42
H 10.21 10.61 7.31
H 8.72 10.05 8.18
H 7.70 11.71 6.79
C 13.47 5.69 10.34
O 14.77 5.97 9.87
H 13.29 5.97 11.38
H 12.81 6.28 9.70
H 13.21 4.63 10.29
H 15.32 5.52 10.52
C 13.03 10.32 5.80
O 12.88 8.98 5.40
H 12.52 10.45 6.76
H 14.07 10.61 5.98
H 12.44 10.91 5.10
H 13.38 8.44 6.01
```

Summary:
Total charge: 0
SMILES string: CCO.CCO.CO.CO.CO.CO.CO.CO.CO.CO.CO
HOMO-LUMO gap: 9.51 eV
HOMO level: -9.4 eV

---

Stability summary: most stable 2, least stable 1.